# 1
15
Properties=species:S:1:pos:R:3:forces:R:3 method="wB97M-V/def2-TZVPD" relative_energy_kcal_mol=0.0 mol_weight_g_mol=116.189 charge=+2 multiplicity=1
C -1.08666 -0.44154 0.42432 -2.1720 1.2113 -2.0692
C 2.05734 0.14452 0.15339 0.5336 0.3499 -0.0904
C -0.15223 -1.01119 1.31691 1.4236 -0.5492 0.8080
C -2.81488 0.57382 -1.08944 -2.0568 1.1000 -1.6997
N -1.85579 0.02495 -0.29282 2.8507 -1.6818 2.6390
N 3.24824 0.36680 -0.31207 -0.4156 -0.1577 0.1692
S 1.49388 -1.40363 0.55139 -0.3804 -0.2671 0.0878
H 1.40013 0.99793 0.29657 0.1427 0.0974 -0.0479
H 0.00063 -0.36354 2.18346 -0.1083 -0.0076 0.0269
H -0.53277 -1.97473 1.67958 0.0533 0.0572 -0.0266
H -2.73334 1.66507 -1.08754 0.0581 -0.1372 0.0390
H -3.80595 0.29229 -0.71604 0.1496 -0.0004 0.0209
H -2.71388 0.20132 -2.11340 0.0638 0.0139 0.1177
H 3.56391 1.30393 -0.55214 -0.1253 -0.0244 0.0544
H 3.93137 -0.37601 -0.44217 -0.0171 -0.0042 -0.0290

=====

# 2
86
Properties=species:S:1:pos:R:3:forces:R:3 method="wB97M-V/def2-TZVPD" s2=4.03 mol_weight_g_mol=728.597 charge=+2 energy_ha=-2830.66923 multiplicity=4
Tc -0.11963 -0.74904 -2.42551 -3.5795 1.0533 3.4770
C -2.57744 1.65194 0.15766 0.1601 0.2205 -0.1140
C -3.15363 0.82464 -0.84013 -0.0262 -0.2570 0.0375
C -2.85131 -0.45021 1.05350 -0.3717 -0.2053 -0.3114
C -2.43481 0.87942 1.34208 0.2051 -0.1468 0.3850
C -3.31172 -0.48266 -0.29594 0.4418 0.2752 -0.1604
C -2.12765 3.04133 -0.05444 0.3139 0.3353 0.2278
H -1.63861 3.17429 -1.02909 -0.1704 -0.1170 0.1787
H -1.42135 3.35751 0.72201 -0.1688 -0.1035 -0.2040
H -2.97275 3.73622 -0.02509 -0.0764 -0.0202 -0.0456
C -1.88398 1.32079 2.63728 0.0809 0.4714 0.2339
H -1.66515 2.39516 2.62194 0.0134 -0.3039 0.0767
H -0.95612 0.77561 2.88096 -0.3247 0.1615 -0.1739
H -2.58701 1.13782 3.46461 0.0884 -0.0599 -0.2451
C -2.79260 -1.61160 1.96526 0.2196 -0.2432 0.3523
H -3.77019 -1.79396 2.45053 0.3144 0.0832 -0.1927
H -2.05282 -1.44528 2.76148 -0.2864 -0.0652 -0.1756
H -2.51677 -2.53164 1.42394 -0.1766 0.3006 0.2086
C -3.68223 -1.67737 -1.08355 -0.1883 -0.4631 -0.0115
H -4.74103 -1.66447 -1.39680 0.3559 0.0683 0.0590
H -3.52366 -2.59183 -0.50027 -0.0836 0.1692 -0.2312
H -3.06894 -1.73149 -2.00353 -0.3246 -0.0028 0.2883
C -3.43922 1.22559 -2.22951 -0.0922 -0.0150 -0.5036
H -4.39126 1.77360 -2.32572 0.2387 -0.0702 0.1644
H -3.52435 0.35030 -2.88406 0.0230 0.1803 0.0860
H -2.64817 1.88344 -2.61329 -0.2016 -0.0737 0.0411
C 1.52819 0.31040 -2.86918 0.5766 1.3792 -1.1210
C 0.32687 1.13204 -3.02498 1.6530 0.4587 0.0364
C -0.26892 1.41017 -4.39624 -0.6999 0.3438 -0.1668
C -1.10652 0.22693 -4.97879 -0.0455 0.8360 -0.2264
C -1.06740 -1.03768 -4.15282 0.8431 -1.1797 -1.2917
C 0.18101 -1.80111 -4.09576 -0.2525 -0.3351 -1.5705
C 1.43216 -1.34032 -4.82468 0.6069 -0.5233 -0.3338
C 2.19691 -0.19022 -4.13332 0.4087 0.1052 -0.2272
H 0.48577 1.74890 -5.12449 -0.0362 -0.2608 0.3606
H -0.74140 0.02098 -5.99334 -0.2288 -0.1262 0.1605
H -0.94639 2.27523 -4.29194 0.2759 -0.2920 -0.0163
H 2.29334 0.64943 -4.84642 0.1710 -0.2939 0.3832
H 2.21750 0.62394 -2.07558 -0.2601 -0.3469 0.0499
H 0.22527 1.96330 -2.31789 -0.1012 -0.3604 0.2071
H 3.20861 -0.53062 -3.88590 -0.1487 0.1519 -0.1259
H 2.10601 -2.20584 -4.87644 -0.1640 0.1500 -0.0179
H 0.07481 -2.88987 -4.04989 0.0420 0.1815 0.1539
H 1.25242 -1.08461 -5.87740 -0.2734 -0.0552 0.2275
H -2.14574 0.56692 -5.07071 0.2268 -0.1927 -0.0621
H -2.00699 -1.59778 -4.12772 0.1348 -0.0987 0.1788
P 1.71043 2.14784 0.95686 -0.3356 -0.4203 -0.2261
C 1.67584 3.07022 2.53771 0.0692 0.1365 -0.1799
H 2.65603 3.54523 2.70172 -0.3769 -0.0519 0.1725
H 1.44332 2.38277 3.36214 0.1404 0.3074 -0.3795
H 0.88973 3.83906 2.46988 0.3137 -0.1686 0.1827
C 3.24916 1.16007 1.15985 0.0178 0.0451 -0.0638
H 4.11283 1.84706 1.15743 -0.1764 -0.4456 0.1413
H 3.33443 0.47011 0.30348 0.1410 0.1839 0.3152
H 3.20568 0.57880 2.09583 0.1194 0.2280 -0.4136
C 2.33104 3.42491 -0.20995 -0.1395 -0.0569 0.1507
H 2.45781 2.95863 -1.20016 0.0336 0.3100 0.2739
H 3.29047 3.81754 0.15534 -0.2378 0.0451 -0.2660
H 1.58956 4.23565 -0.27588 0.3219 -0.1795 -0.1087
P 0.90729 -2.34669 -1.07428 1.1552 -0.3668 0.0766
C -0.12968 -3.83037 -1.20127 -0.3393 0.0065 -0.1825
H 0.54293 -4.69529 -1.23912 -0.4042 0.0753 -0.0303
H -0.73291 -3.78760 -2.11447 0.0242 -0.2812 0.1658
H -0.78576 -3.90289 -0.33097 0.0143 -0.0799 -0.1316
C 2.57711 -3.00906 -1.33819 0.1856 -0.2091 -0.0903
H 2.89030 -2.84127 -2.37808 -0.0536 -0.1119 0.3249
H 2.52960 -4.09290 -1.13788 0.3434 0.4696 -0.0500
H 3.29724 -2.53560 -0.65985 -0.1233 -0.1010 -0.2100
C 0.85508 -1.93217 0.68647 -0.0779 0.4237 0.4988
H 1.00477 -2.84096 1.28205 0.0306 0.1355 -0.0695
H -0.11273 -1.47818 0.95927 0.3028 -0.2316 -0.1474
H 1.62907 -1.19582 0.94366 -0.1502 -0.2104 -0.1096
F 2.43367 -2.54587 5.32144 0.0350 1.3851 -0.4807
C 2.48360 -1.23579 4.94843 2.5649 -0.2860 0.6527
F 2.90342 -0.48811 6.00885 -0.8331 -0.8581 -1.2312
F 3.41601 -1.10391 3.96770 -1.0883 -0.1594 0.8300
C 1.10859 -0.81340 4.44467 -0.2861 0.9598 -2.5961
O 0.92223 -0.22524 3.38126 0.4933 -1.4003 2.7088
C -0.02292 -1.39701 5.27359 -1.9892 -0.8240 1.7528
F 0.31430 -1.55057 6.58110 -0.2469 0.2245 -1.6336
F -1.15028 -0.63946 5.23482 1.0234 -0.4402 -0.2784
F -0.34815 -2.62005 4.75981 0.4383 1.0756 0.2979
C 0.44387 1.89749 5.68380 0.8288 2.4412 2.3633
F 0.19887 1.44900 6.92270 -0.1035 -0.1582 -1.3485
F 1.76035 2.21239 5.62085 -1.2214 -0.6596 -0.4120
F -0.27533 3.02314 5.47856 0.4739 -1.4660 -0.3145

=====

# 3
19
Properties=species:S:1:pos:R:3:forces:R:3 method="wB97M-V/def2-TZVPD" relative_energy_kcal_mol=26.2 mol_weight_g_mol=74.167 charge=0 smiles=CCC.CC multiplicity=1
C -2.11895 0.17496 0.31751 -0.3772 -1.4287 -2.5817
C -1.03083 -0.88032 0.16184 -1.9010 -2.4105 1.4161
C -1.33801 -1.98037 -0.90594 -0.4908 0.0638 2.6436
H -3.11917 -0.19740 0.11950 -0.1844 -0.5163 0.1632
H -1.97651 0.85843 -0.47720 0.1035 1.2034 -0.8335
H -2.17845 0.70244 1.19647 0.3773 1.0659 2.2663
H -0.11831 -0.40162 -0.07818 1.1364 0.2312 0.3667
H -1.07448 -1.46757 1.13953 1.0356 0.9676 -1.0095
H -1.39834 -2.99071 -0.50503 -0.7675 0.0841 0.7552
H -2.18678 -1.77733 -1.46884 -1.8321 0.3755 -0.8579
H -0.62395 -2.21519 -1.58248 2.8950 0.3518 -2.3298
C 2.54346 0.66729 0.53532 -0.8376 0.3882 0.3384
C 1.75663 1.85910 -0.05986 2.2373 -0.6025 -1.5047
H 3.33897 0.93154 1.23904 0.2302 0.5838 -0.5992
H 1.85132 0.23314 1.23538 -0.3995 -1.0414 0.0177
H 2.92795 -0.05177 -0.17996 -0.1351 -0.1002 -0.0520
H 0.92026 1.67499 -0.71334 -0.4348 -0.8922 0.0038
H 2.41517 2.44516 -0.71948 -0.0663 0.2362 0.5117
H 1.41002 2.41522 0.74570 -0.5891 1.4404 1.2856